Entry 1:
75
Properties=species:S:1:pos:R:3 method="wB97M-V/def2-TZVPD" charge=-1 spin_multiplicity=3 e_tot_ev=-165242.027 de_lowest_ev=0.0000 largest_force_ev_per_a=2.8 orbital_gap_ev="7.14 / 7.24"
V -0.40840 0.49778 -0.72610
C -2.39945 1.53961 -3.56790
C -2.70891 0.87196 -2.26423
N -2.53314 1.54984 -1.17298
N -3.35882 1.20958 -0.10331
C -2.88616 1.17088 1.08926
S -1.25754 1.17826 1.64694
S -4.19936 1.13959 2.33234
C -3.97956 2.86724 2.88897
C -4.39777 3.86942 1.85570
C -5.71508 4.30868 1.76371
C -6.10752 5.16619 0.74760
C -5.18465 5.59139 -0.19998
C -3.86723 5.16553 -0.11092
C -3.47645 4.31549 0.91332
C -3.25130 -0.49611 -2.22049
C -4.30929 -0.97322 -2.98033
C -4.71674 -2.29327 -2.85606
C -4.03929 -3.13901 -1.98072
C -2.96216 -2.69249 -1.23226
C -2.55491 -1.36504 -1.35073
O -1.48666 -0.90077 -0.73153
H -1.61352 2.28309 -3.44227
H -3.30641 2.04898 -3.91034
H -2.09034 0.82232 -4.32537
H -2.92413 2.97764 3.13938
H -4.57284 2.94847 3.80011
H -6.44011 3.96424 2.49280
H -7.13749 5.49609 0.68765
H -5.49311 6.24704 -1.00482
H -3.14247 5.48628 -0.85004
H -2.44822 3.97707 0.98066
H -4.82818 -0.30277 -3.65642
H -5.55850 -2.65961 -3.42915
H -4.35609 -4.17105 -1.88491
H -2.40866 -3.33610 -0.56113
O 3.30831 0.76635 0.58562
C 2.16342 0.91405 0.20112
O 1.28952 -0.00526 -0.02954
C 1.62249 2.31350 -0.06673
C 2.33058 3.44887 0.27242
C 1.75730 4.68688 0.03912
C 0.49520 4.73532 -0.53259
C -0.14977 3.55261 -0.84341
N 0.39631 2.35726 -0.61218
H 3.30852 3.32332 0.71544
H 2.28027 5.59745 0.30193
H 0.00057 5.67703 -0.72765
H -1.14461 3.53444 -1.26905
C 3.14656 -4.87005 0.17306
N 1.86569 -4.48499 0.73199
C 1.61152 -4.84232 2.11216
C 0.99562 -3.63255 0.09326
C 1.43466 -3.12053 -1.25987
O -0.05387 -3.29958 0.60899
H 3.61300 -5.58329 0.85102
H 3.82553 -4.02035 0.05734
H 3.03697 -5.35901 -0.79541
H 1.61215 -5.92871 2.23744
H 0.63921 -4.44864 2.39186
H 2.37255 -4.41272 2.77060
H 1.95010 -3.87917 -1.84608
H 2.09456 -2.26258 -1.11226
H 0.57168 -2.76493 -1.81311
Br 2.67699 -0.95189 -6.65630
C 1.74976 -0.45131 -5.06369
C 0.60801 -1.13521 -4.69326
C -0.04283 -0.76683 -3.52010
C 0.39153 0.26558 -2.67114
C 1.54842 0.92097 -3.12202
C 2.22982 0.58584 -4.28856
H 0.23510 -1.94920 -5.30222
H -0.93300 -1.33509 -3.26836
H 1.96852 1.74454 -2.55140
H 3.12465 1.12045 -4.58078

---

Entry 2:
79
Properties=species:S:1:pos:R:3 method="wB97M-V/def2-TZVPD" charge=+3 e_tot_ev=-98095.143 de_lowest_ev=0.6934 largest_force_ev_per_a=0.8 orbital_gap_ev="5.19 / 5.19"
Ce 0.05890 0.15826 -0.33356
O 0.62967 -3.12007 -3.00359
C 1.43112 -3.98164 -2.27886
C 1.82661 -5.20138 -2.79613
C 2.68523 -6.00846 -2.06724
C 3.16371 -5.59309 -0.82926
C 2.76771 -4.37292 -0.32125
C 1.88418 -3.55812 -1.03362
C 1.44700 -2.27852 -0.44799
O 0.14118 -1.95186 -0.47629
N 2.38103 -1.54646 0.07325
N 2.08820 -0.33552 0.75919
C 2.80755 -0.23929 1.86584
S 3.84885 -1.51192 2.36681
C 4.28780 -0.73858 3.95164
C 4.31186 0.75949 3.74983
S 2.81539 1.20267 2.81130
H 0.40366 -3.54568 -3.84069
H 1.47443 -5.51769 -3.77269
H 2.98982 -6.96334 -2.47454
H 3.83879 -6.22266 -0.26626
H 3.12253 -4.03736 0.64507
H 5.26778 -1.11696 4.24009
H 3.55064 -1.04250 4.69360
H 5.17372 1.08965 3.17346
H 4.27664 1.30008 4.69444
S -0.85896 2.48369 7.31169
N -0.66154 3.37815 5.99311
C -0.58599 2.53550 4.97670
C -0.34735 2.89387 3.59483
C -0.06623 4.20449 3.19551
C 0.29044 4.44469 1.88729
C 0.33887 3.37259 1.01021
N 0.03518 2.12385 1.35918
C -0.30400 1.87124 2.64574
C -0.54565 0.47859 3.02739
N -0.59940 -0.45606 2.04451
C -0.69848 -1.74146 2.39637
C -0.72487 -2.17669 3.71302
C -0.72771 -1.23341 4.71509
C -0.64984 0.12191 4.37262
C -0.68735 1.17994 5.36087
N -0.84035 1.01356 6.66435
H -0.10870 4.99933 3.93053
H 0.54375 5.43769 1.54279
H 0.64665 3.53568 -0.01609
H -0.75691 -2.46232 1.59406
H -0.78050 -3.23447 3.92938
H -0.78912 -1.50686 5.76230
C -1.26891 -1.51340 -4.85764
C -1.58982 -0.35259 -3.92445
C -1.35447 0.97087 -4.64271
C -3.02608 -0.45960 -3.42347
N -0.72721 -0.42114 -2.67219
N 0.68220 -0.17590 -2.80979
H -1.85654 -1.40211 -5.76827
H -1.54278 -2.46790 -4.40326
H -0.21590 -1.52752 -5.15092
H -2.14146 1.11726 -5.38184
H -0.40855 0.98549 -5.19217
H -1.38872 1.81447 -3.95575
H -3.69908 -0.62942 -4.26276
H -3.33755 0.45545 -2.91865
H -3.14489 -1.30246 -2.73533
H -0.77128 -1.39242 -2.35463
H 0.81381 0.54504 -3.51522
H 1.15125 -1.02536 -3.13501
N -5.28341 5.68908 -2.52185
C -4.51718 4.89625 -2.20047
C -3.55835 3.90293 -1.80672
C -3.93933 2.81934 -1.01991
C -2.98135 1.89039 -0.67323
N -1.70157 1.97807 -1.06212
C -1.34453 3.02860 -1.81462
C -2.22743 4.00929 -2.20886
H -4.96177 2.70827 -0.68539
H -3.25288 1.04192 -0.05296
H -0.30556 3.08787 -2.12586
H -1.89658 4.83956 -2.81797

---

Entry 3:
71
Properties=species:S:1:pos:R:3 method="wB97M-V/def2-TZVPD" charge=-1 e_tot_ev=-82293.943 de_lowest_ev=0.3479 largest_force_ev_per_a=1.4 orbital_gap_ev=6.69
Rb -0.90889 -1.40251 0.23676
C -4.56958 -1.33855 -4.97186
S -4.58326 -0.16693 -3.59035
C -4.05555 -1.17761 -2.19170
S -3.26753 -2.65456 -2.43255
N -4.39939 -0.61573 -1.06868
N -3.85289 -0.99875 0.07933
C -4.61196 -1.05526 1.10807
C -4.10987 -1.42627 2.42142
C -5.00932 -1.47629 3.49740
C -4.57792 -1.91657 4.73085
C -3.24858 -2.28838 4.88416
C -2.41643 -2.16894 3.78188
N -2.81845 -1.75405 2.58783
H -4.98283 -0.81130 -5.83242
H -5.18476 -2.19450 -4.70931
H -3.55473 -1.66762 -5.16832
H -5.68674 -0.88296 1.02277
H -6.03771 -1.17568 3.34160
H -5.26661 -1.97525 5.56483
H -2.87143 -2.66574 5.82461
H -1.36325 -2.42203 3.86499
Cl -1.66034 1.33983 1.60748
C -0.67028 2.71663 1.95352
C -1.01008 3.58681 2.97214
C -0.18284 4.66844 3.23851
C 0.96584 4.86420 2.48688
C 1.29530 3.98732 1.46403
C 0.47716 2.89985 1.16740
P 0.84219 1.56383 -0.03486
C 2.41539 2.19761 -0.74184
C 2.48857 3.16162 -1.74483
C 3.72201 3.60508 -2.19926
C 4.89163 3.09229 -1.65478
C 4.82670 2.12848 -0.65860
C 3.59416 1.67623 -0.21079
C -0.30985 1.96884 -1.40494
C -1.21187 3.02724 -1.41421
C -2.06619 3.20717 -2.49294
C -2.02883 2.33886 -3.57232
C -1.12978 1.28210 -3.57209
C -0.27817 1.09831 -2.49622
H -1.90458 3.41389 3.55605
H -0.43446 5.35285 4.03823
H 1.61359 5.70547 2.70004
H 2.19622 4.14281 0.88521
H 1.57926 3.57110 -2.16722
H 3.77338 4.34991 -2.98431
H 5.85419 3.43562 -2.01391
H 5.73718 1.71630 -0.24167
H 3.52948 0.89970 0.54403
H -1.25336 3.71837 -0.58134
H -2.77520 4.02620 -2.48140
H -2.71800 2.46917 -4.39508
H -1.10724 0.58676 -4.40115
H 0.42301 0.26873 -2.49107
C 3.24218 -5.38900 1.00632
C 3.70415 -4.10174 0.30862
C 5.00046 -3.61569 0.97208
C 3.98865 -4.41079 -1.16903
C 2.65822 -3.06576 0.41061
C 1.79303 -2.19601 0.48738
H 4.01354 -6.16462 0.94134
H 2.32941 -5.76414 0.54184
H 3.03068 -5.19314 2.05855
H 5.78887 -4.37066 0.87749
H 4.83347 -3.41541 2.03159
H 5.34229 -2.69163 0.50344
H 4.78417 -5.15845 -1.26490
H 4.29488 -3.50310 -1.69065
H 3.08952 -4.79200 -1.65468